No. 1
{"formula": "C43H37FN3O6PPd", "method": "ωB97M-V with the def2-TZVPD basis set", "elements": ["Pd", "F", "C", "C", "C", "C", "O", "C", "C", "N", "C", "C", "C", "C", "C", "C", "N", "C", "C", "N", "C", "C", "C", "O", "O", "H", "H", "H", "H", "H", "H", "H", "H", "H", "H", "H", "H", "H", "H", "H", "H", "H", "H", "O", "C", "C", "C", "C", "C", "C", "C", "P", "C", "C", "C", "C", "C", "C", "C", "C", "C", "C", "C", "C", "H", "H", "H", "H", "H", "H", "H", "H", "H", "H", "H", "H", "H", "H", "O", "C", "O", "C", "C", "C", "C", "C", "C", "H", "H", "H", "H", "H"], "coordinates": [[2.2192, -1.0615, -0.5414], [-0.6773, 4.1600, -1.6409], [-1.3573, 3.1120, -1.1455], [-0.8681, 1.8422, -1.3126], [-1.6131, 0.7598, -0.8674], [-0.9792, -0.5947, -0.9918], [0.1479, -0.6413, -1.4679], [-1.7968, -1.6963, -0.5488], [-3.0331, -1.4395, -0.0805], [-3.5771, -0.1919, 0.1183], [-4.9164, -0.0474, 0.6233], [-5.3685, -0.9372, 1.7345], [-5.1154, 0.5180, 2.0041], [-2.8701, 0.9230, -0.2767], [-3.3435, 2.2297, -0.0775], [-2.5706, 3.2934, -0.4887], [-3.0901, 4.6375, -0.1648], [-4.1470, 5.1412, -1.1062], [-4.9699, 6.2134, -0.3610], [-4.2665, 6.5370, 0.8747], [-2.8992, 6.9647, 0.6052], [-2.0997, 5.7542, 0.0757], [-1.2143, -3.1189, -0.5290], [-1.9443, -4.0695, -0.7950], [-0.0128, -3.0659, -0.1644], [0.1015, 1.6646, -1.7686], [-3.6726, -2.2658, 0.2011], [-5.6513, 0.2162, -0.1305], [-4.6560, -1.6401, 2.1411], [-6.3881, -1.2913, 1.6967], [-4.2197, 0.7574, 2.5615], [-5.9598, 1.1735, 2.1701], [-4.2857, 2.3985, 0.4288], [-4.7453, 4.2939, -1.4280], [-3.6122, 5.5390, -1.9667], [-5.9538, 5.8215, -0.1064], [-5.1076, 7.0761, -1.0226], [-3.5564, 4.5711, 0.7476], [-4.7728, 7.2149, 1.4255], [-2.4468, 7.3203, 1.5285], [-2.8546, 7.7790, -0.1278], [-1.3566, 5.3770, 0.7757], [-1.6101, 5.9695, -0.8643], [4.7168, -0.1499, 0.1836], [4.1195, -1.1373, -0.1392], [4.8406, -2.4645, -0.2925], [6.2323, -2.5274, -0.2460], [6.8537, -3.7550, -0.3679], [6.0856, -4.9134, -0.5164], [4.7055, -4.8399, -0.5470], [4.0732, -3.6008, -0.4453], [2.2468, -3.3115, -0.4203], [1.8370, -4.2270, -1.9482], [2.5150, -3.7857, -3.0843], [2.3190, -4.3977, -4.3099], [1.4324, -5.4602, -4.4252], [0.7313, -5.8854, -3.3079], [0.9245, -5.2666, -2.0790], [1.9668, -4.1664, 1.1754], [1.2467, -5.3361, 1.3864], [1.1664, -5.8966, 2.6537], [1.7815, -5.2829, 3.7347], [2.4776, -4.0992, 3.5383], [2.5721, -3.5502, 2.2696], [6.7959, -1.6126, -0.1164], [7.9340, -3.8231, -0.3448], [6.5754, -5.8754, -0.6050], [4.1172, -5.7450, -0.6537], [3.2045, -2.9529, -2.9987], [2.8582, -4.0397, -5.1780], [1.2756, -5.9394, -5.3834], [0.0097, -6.6882, -3.3879], [0.3033, -5.5669, -1.2521], [0.7165, -5.8134, 0.5795], [0.6059, -6.8123, 2.7945], [1.7106, -5.7185, 4.7235], [2.9496, -3.5978, 4.3738], [3.1156, -2.6220, 2.1315], [1.6586, 0.6984, 1.2728], [1.9359, 1.5187, 0.3869], [2.2684, 1.2282, -0.8020], [1.8109, 2.9997, 0.7109], [2.2895, 3.9758, -0.1537], [2.1513, 5.3219, 0.1600], [1.5284, 5.7025, 1.3424], [1.0479, 4.7283, 2.2132], [1.1906, 3.3835, 1.8962], [2.7721, 3.6579, -1.0689], [2.5442, 6.0761, -0.5110], [1.4446, 6.7532, 1.5978], [0.5952, 5.0180, 3.1557], [0.8572, 2.6014, 2.5668]], "forces_ev_per_angstrom": [[0.1, 0.1, -0.1], [0.0, 0.1, 0.0], [-0.1, -0.3, -0.1], [-0.1, 0.2, 0.0], [0.3, -0.6, -0.1], [-0.1, 0.6, 0.1], [0.0, -0.2, -0.1], [0.1, 0.0, -0.2], [-0.1, -0.2, 0.1], [0.0, 0.1, -0.1], [0.1, 0.0, 0.0], [0.0, 0.0, 0.0], [0.0, 0.0, 0.0], [0.0, 0.2, 0.0], [0.0, -0.3, 0.1], [0.2, 0.5, 0.0], [0.0, 0.1, 0.0], [0.1, 0.0, 0.0], [0.0, 0.0, 0.0], [0.0, 0.0, 0.0], [0.0, 0.0, 0.0], [0.0, -0.2, 0.0], [-0.1, 0.6, 0.1], [0.0, -0.1, 0.0], [-0.2, -0.5, 0.0], [0.0, 0.0, 0.1], [0.0, 0.0, 0.0], [0.0, 0.0, 0.0], [0.0, 0.0, 0.0], [0.0, 0.0, 0.0], [0.0, 0.0, 0.0], [0.0, 0.0, 0.0], [0.0, 0.0, 0.0], [0.0, 0.0, 0.0], [0.0, 0.0, 0.0], [0.0, 0.0, 0.0], [0.0, 0.0, 0.0], [-0.1, -0.1, -0.1], [0.0, 0.0, 0.0], [0.0, 0.0, 0.0], [0.0, 0.0, 0.0], [0.0, 0.0, 0.0], [0.0, 0.0, 0.0], [-0.1, 0.1, 0.0], [0.2, -0.3, -0.1], [-0.1, 0.3, 0.0], [0.0, 0.0, 0.0], [-0.1, -0.1, 0.0], [0.1, 0.1, 0.0], [-0.1, 0.0, 0.0], [0.0, -0.1, 0.0], [0.5, 0.1, -0.1], [-0.2, -0.1, 0.1], [0.1, 0.0, 0.1], [0.0, 0.0, -0.1], [0.0, 0.0, 0.1], [0.0, 0.0, 0.0], [-0.1, 0.0, 0.0], [0.0, 0.1, 0.0], [0.0, 0.0, 0.0], [0.0, 0.0, 0.0], [0.0, 0.0, 0.0], [0.0, 0.0, 0.0], [0.0, 0.0, 0.0], [0.0, 0.0, 0.0], [0.0, 0.0, 0.0], [0.0, 0.0, 0.0], [0.0, 0.0, 0.0], [0.0, 0.0, 0.0], [0.0, 0.0, 0.0], [0.0, 0.0, 0.0], [0.0, 0.0, 0.0], [0.0, 0.0, 0.0], [0.0, 0.0, 0.0], [0.0, 0.0, 0.0], [0.0, 0.0, 0.0], [0.0, 0.0, 0.0], [0.0, 0.0, 0.0], [-0.2, 0.1, 0.2], [-0.1, 0.1, -0.3], [0.0, -0.3, 0.2], [-0.1, -0.1, 0.1], [0.0, 0.0, -0.1], [0.0, 0.0, 0.0], [0.0, 0.0, 0.0], [0.0, 0.0, 0.0], [0.0, 0.0, 0.0], [0.0, 0.0, 0.0], [0.0, 0.0, 0.0], [0.0, 0.0, 0.0], [0.0, 0.0, 0.0], [0.0, 0.0, 0.0]], "homo_lumo_gap_ev": 6.28, "mol_weight_g_mol": 848.18, "max_force_ev_per_a": 0.693}

No. 2
{"formula": "C24H30N4O", "method": "ωB97M-V with the def2-TZVPD basis set", "elements": ["C", "C", "C", "C", "C", "C", "N", "C", "C", "N", "C", "C", "C", "C", "C", "N", "C", "C", "C", "C", "C", "N", "C", "C", "C", "C", "O", "C", "C", "H", "H", "H", "H", "H", "H", "H", "H", "H", "H", "H", "H", "H", "H", "H", "H", "H", "H", "H", "H", "H", "H", "H", "H", "H", "H", "H", "H", "H", "H"], "coordinates": [[7.0724, 1.1554, -1.1512], [5.9528, 0.3677, -0.5420], [5.4986, 0.6374, 0.7421], [4.4698, -0.1018, 1.2995], [3.8625, -1.1298, 0.5881], [2.7000, -1.8902, 1.1825], [1.3795, -1.5666, 0.6809], [1.0343, -2.0428, -0.6380], [-0.4892, -2.0527, -0.7705], [-1.0255, -0.7301, -0.5143], [-2.4657, -0.6922, -0.7042], [-2.9710, 0.7112, -0.7506], [-2.2982, 1.8534, -1.0825], [-3.1912, 2.9404, -0.9415], [-4.3780, 2.4304, -0.5161], [-4.2564, 1.0657, -0.3970], [-5.2917, 0.2158, -0.0318], [-6.3296, 0.6637, 0.7939], [-7.3477, -0.2157, 1.1044], [-7.3060, -1.5089, 0.6005], [-6.2262, -1.8577, -0.1920], [-5.2506, -1.0246, -0.5042], [-0.6464, -0.3066, 0.8219], [0.8808, -0.2260, 0.9165], [1.4009, 0.8597, -0.0497], [1.3760, 2.2468, 0.5901], [2.1966, 2.3382, 1.7313], [4.3335, -1.4151, -0.6889], [5.3585, -0.6735, -1.2458], [7.9899, 0.5662, -1.1466], [7.2531, 2.0715, -0.5942], [6.8461, 1.4100, -2.1850], [5.9567, 1.4330, 1.3139], [4.1333, 0.1190, 2.3034], [2.8466, -2.9629, 1.0161], [2.6783, -1.7153, 2.2635], [1.4618, -1.4264, -1.4441], [1.4054, -3.0651, -0.7505], [-0.7637, -2.3534, -1.7848], [-0.9000, -2.7940, -0.0607], [-2.6976, -1.1870, -1.6534], [-2.9951, -1.2516, 0.0873], [-1.2751, 1.9074, -1.3929], [-2.9741, 3.9721, -1.1357], [-5.3107, 2.9257, -0.3361], [-6.3233, 1.6646, 1.1937], [-8.1620, 0.1000, 1.7405], [-8.0839, -2.2215, 0.8224], [-6.1296, -2.8521, -0.6080], [-1.0864, 0.6721, 1.0157], [-1.0144, -1.0166, 1.5843], [1.1613, 0.0543, 1.9379], [2.4269, 0.6317, -0.3465], [0.7773, 0.8641, -0.9429], [1.6825, 2.9967, -0.1557], [0.3695, 2.4971, 0.9323], [3.0824, 2.0417, 1.4880], [3.8941, -2.2258, -1.2515], [5.7079, -0.9070, -2.2417]], "forces_ev_per_angstrom": [[0.0, -0.1, 0.0], [0.0, 0.1, 0.0], [0.0, 0.0, 0.0], [0.0, -0.2, 0.0], [0.1, 0.0, 0.1], [-0.1, 0.0, 0.0], [0.0, -0.3, 0.0], [-0.3, -0.1, 0.0], [0.2, -0.1, -0.2], [-0.1, 0.0, 0.0], [0.1, -0.3, 0.1], [0.3, -0.2, -0.1], [-0.1, -0.2, 0.0], [-0.2, 0.0, 0.1], [-0.1, 0.5, 0.0], [0.3, 0.3, -0.1], [-0.8, -0.5, 0.3], [0.2, 0.0, -0.1], [0.1, -0.1, -0.1], [0.0, 0.0, 0.0], [-0.3, -0.2, 0.2], [0.3, 0.5, -0.3], [0.2, 0.2, 0.2], [-0.2, 0.2, 0.1], [0.0, 0.2, 0.4], [-0.1, -0.1, -0.5], [0.4, 0.0, 0.4], [0.0, 0.0, 0.1], [0.0, 0.0, 0.0], [0.1, 0.0, 0.0], [0.0, 0.1, 0.0], [0.0, 0.1, -0.1], [0.1, 0.1, 0.0], [-0.1, 0.0, 0.1], [0.0, 0.0, 0.1], [0.1, -0.1, 0.0], [0.0, -0.1, 0.0], [0.0, 0.0, 0.0], [0.0, 0.0, 0.0], [0.0, 0.0, 0.0], [0.0, -0.1, 0.1], [0.2, 0.0, -0.2], [0.2, -0.1, 0.0], [0.0, 0.2, 0.0], [-0.2, 0.0, 0.0], [0.0, 0.1, 0.0], [0.0, 0.0, 0.0], [-0.1, -0.1, 0.0], [-0.1, -0.1, 0.0], [0.0, 0.0, 0.0], [0.0, 0.1, 0.0], [-0.1, 0.0, -0.1], [-0.1, 0.1, -0.1], [0.1, 0.0, -0.1], [-0.2, -0.1, 0.1], [0.0, 0.0, -0.1], [-0.1, 0.0, 0.0], [-0.1, -0.1, -0.1], [0.0, 0.0, -0.1]], "homo_lumo_gap_ev": 8.82, "smiles": "Cc1ccc(CN2CCN(Cc3cccn3-c3ccccn3)C[C@@H]2CCO)cc1", "mol_weight_g_mol": 390.53, "max_force_ev_per_a": 0.995}

No. 3
{"formula": "C6H11N", "method": "ωB97M-V with the def2-TZVPD basis set", "elements": ["C", "C", "C", "C", "C", "C", "N", "H", "H", "H", "H", "H", "H", "H", "H", "H", "H", "H"], "coordinates": [[1.7167, 1.1532, -1.6764], [1.2106, 0.0705, -0.7276], [-0.2239, 0.3166, -0.2528], [-0.5824, -0.4475, 1.0333], [-2.0561, -0.2868, 1.4249], [-0.2422, -1.8755, 0.9068], [0.0267, -2.9960, 0.8016], [2.7305, 0.9290, -2.0238], [1.0740, 1.2486, -2.5592], [1.7431, 2.1282, -1.1756], [1.2661, -0.9120, -1.2119], [1.8764, 0.0155, 0.1445], [-0.3741, 1.3845, -0.0438], [-0.9364, 0.0498, -1.0448], [0.0468, -0.0537, 1.8431], [-2.3022, 0.7767, 1.5088], [-2.7081, -0.7339, 0.6679], [-2.2654, -0.7673, 2.3851]], "forces_ev_per_angstrom": [[0.0, 0.0, -0.1], [0.0, 0.0, 0.0], [0.0, 0.0, 0.0], [0.0, 0.0, 0.0], [-0.1, 0.0, 0.0], [0.2, -0.9, -0.1], [-0.3, 1.1, 0.1], [-0.2, 0.0, 0.0], [0.1, 0.0, 0.1], [0.0, -0.1, -0.1], [0.0, 0.1, 0.1], [-0.1, 0.0, -0.1], [0.0, -0.1, 0.0], [0.1, 0.0, 0.1], [-0.1, -0.1, -0.1], [0.1, -0.1, 0.0], [0.1, 0.1, 0.1], [0.0, 0.1, -0.2]], "homo_lumo_gap_ev": 12.27, "smiles": "CCC[C@@H](C)C#N", "mol_weight_g_mol": 97.16, "max_force_ev_per_a": 1.094}

No. 4
{"formula": "C33H24BrF3NO9PSSe2W", "method": "ωB97M-V with the def2-TZVPD basis set", "elements": ["W", "C", "C", "C", "C", "C", "C", "H", "H", "H", "H", "H", "H", "Se", "P", "Se", "C", "C", "C", "C", "C", "C", "C", "C", "C", "C", "C", "C", "H", "H", "H", "H", "H", "H", "H", "H", "H", "H", "O", "C", "O", "C", "C", "C", "C", "C", "C", "N", "O", "O", "H", "H", "H", "H", "Br", "C", "C", "C", "C", "C", "C", "C", "O", "O", "H", "H", "H", "H", "F", "C", "F", "F", "S", "O", "O", "O"], "coordinates": [[-0.8590, -0.0771, 0.3094], [-4.4270, 0.9079, 0.8857], [-3.7037, 0.0490, 1.6682], [-2.8548, -0.9583, 1.1028], [-2.9028, -1.1356, -0.3643], [-3.7459, -0.2599, -1.1164], [-4.4389, 0.7603, -0.5247], [-5.0473, 1.6692, 1.3345], [-3.7783, 0.1046, 2.7486], [-2.6776, -1.8508, 1.7265], [-2.7981, -2.1525, -0.7746], [-3.8174, -0.4164, -2.1855], [-5.0363, 1.4349, -1.1171], [-0.4375, -0.1503, -2.1822], [0.2154, -2.2315, -1.8124], [-0.2950, -2.7742, 0.2369], [-0.5597, -3.4233, -2.9618], [-0.5270, -4.7737, -2.6462], [-1.0271, -5.6892, -3.5532], [-1.5566, -5.2542, -4.7600], [-1.5922, -3.9024, -5.0637], [-1.0882, -2.9772, -4.1649], [1.9867, -2.4908, -2.1769], [2.5184, -1.8442, -3.2851], [3.8698, -1.9664, -3.5510], [4.6768, -2.7199, -2.7094], [4.1322, -3.3751, -1.6144], [2.7786, -3.2713, -1.3515], [-0.1215, -5.0791, -1.6892], [-0.9993, -6.7403, -3.3108], [-1.9436, -5.9738, -5.4652], [-2.0085, -3.5648, -6.0000], [-1.0932, -1.9142, -4.3713], [1.8645, -1.2480, -3.9113], [4.2938, -1.4621, -4.4076], [5.7351, -2.7962, -2.9065], [4.7551, -3.9580, -0.9523], [2.3229, -3.7760, -0.5102], [-1.2872, 2.1775, -2.1838], [-1.3593, 2.3786, -0.9642], [-1.8276, 1.4127, -0.1891], [-0.8503, 3.5793, -0.3333], [-0.0262, 4.4249, -1.0966], [0.6279, 5.4655, -0.4949], [0.4731, 5.6715, 0.8801], [-0.3833, 4.8646, 1.6388], [-1.0504, 3.8294, 1.0352], [1.2218, 6.6921, 1.5185], [1.0463, 6.8666, 2.7185], [2.0208, 7.3291, 0.8433], [0.0991, 4.2082, -2.1457], [1.2788, 6.1272, -1.0426], [-0.4962, 5.0777, 2.6912], [-1.7228, 3.1902, 1.5922], [-0.9258, 2.1575, 7.6115], [-0.1223, 1.0129, 6.3256], [0.7977, 0.0634, 6.7545], [1.4017, -0.7621, 5.8125], [1.0638, -0.6715, 4.4855], [0.0933, 0.2625, 4.0638], [-0.4855, 1.1397, 5.0053], [-0.3087, 0.2553, 2.7003], [-1.2181, 0.9859, 2.1584], [0.1537, -0.6435, 1.8428], [1.0318, -0.0295, 7.8015], [2.1308, -1.4882, 6.1330], [1.5202, -1.2990, 3.7344], [-1.2056, 1.8797, 4.6880], [4.0600, 1.1429, -1.0212], [2.8206, 1.5877, -0.8531], [2.1655, 1.4272, -2.0011], [2.8517, 2.8808, -0.5624], [1.8522, 0.6501, 0.4526], [2.5679, 0.7130, 1.6656], [1.6090, -0.6377, -0.1786], [0.5686, 1.3589, 0.3404]], "forces_ev_per_angstrom": [[-2.2, -3.4, -1.3], [0.3, -0.6, 0.6], [-0.7, 0.6, -0.1], [-0.5, -0.7, -1.5], [-0.5, -0.3, 1.4], [-0.5, 0.5, 0.1], [0.3, -0.6, -0.4], [0.0, 0.0, 0.1], [0.0, 0.1, -0.1], [0.3, 0.6, -0.3], [0.5, 0.8, 0.2], [0.0, 0.0, 0.0], [-0.1, 0.0, -0.1], [0.0, -1.6, -1.8], [-0.1, -0.8, -0.5], [-0.2, -0.2, -0.6], [0.1, 0.6, 0.2], [0.0, 0.1, 0.0], [0.1, -0.1, 0.1], [0.0, 0.0, 0.0], [0.0, 0.0, -0.1], [0.1, -0.1, 0.2], [-0.4, 0.2, 0.1], [-0.1, -0.1, 0.1], [0.1, 0.0, -0.1], [0.0, 0.0, 0.0], [0.0, -0.1, 0.0], [-0.2, 0.0, -0.1], [0.0, -0.2, 0.0], [0.0, -0.1, 0.0], [-0.1, -0.1, -0.1], [-0.1, 0.0, -0.1], [-0.1, 0.0, -0.1], [0.1, 0.1, 0.0], [0.1, 0.0, 0.0], [0.1, 0.0, 0.0], [0.1, -0.1, 0.0], [0.1, 0.1, 0.1], [-0.3, 1.3, 1.8], [-0.3, -0.8, -3.3], [-1.1, 1.9, -0.1], [0.5, 1.4, 0.8], [-0.7, -0.8, 0.2], [0.3, 0.6, 0.8], [-1.2, -1.8, -1.1], [0.5, 0.8, 0.1], [-0.2, -0.4, -0.9], [1.1, 1.4, 1.0], [0.1, 0.0, -0.6], [-0.4, -0.2, 0.3], [0.0, 0.0, -0.1], [0.1, 0.0, -0.1], [0.0, 0.0, 0.0], [0.1, 0.0, 0.0], [0.1, -0.1, -0.1], [0.0, 0.1, 0.5], [-0.1, 0.0, -0.4], [0.0, 0.1, 0.5], [-0.6, 0.5, -0.8], [0.8, -0.1, 2.0], [0.2, -0.5, -0.9], [-1.5, -0.1, -2.5], [1.6, -1.0, 1.8], [0.5, 0.3, 4.8], [0.1, 0.0, 0.1], [0.1, -0.1, 0.0], [0.0, -0.1, 0.0], [-0.1, 0.0, 0.0], [0.0, -0.1, 0.4], [-0.4, -0.3, 0.0], [0.2, 0.2, 0.0], [0.1, 0.3, 0.2], [2.5, -0.4, -2.4], [0.3, 0.4, 0.8], [0.8, 0.3, 0.7], [0.6, 2.1, 0.6]], "homo_lumo_gap_ev": [6.10, 6.09], "mol_weight_g_mol": 1120.25, "max_force_ev_per_a": 4.799}